Formula: C22H45B2NO16S2
Source: OMol25
Level of theory: ωB97M-V/def2-TZVPD

Net charge ... 0
HOMO-LUMO gap ... 0.2732 Ha
Structure (SMILES) ... CC(C)=CCC[C@@H](C)CC[C@@]1(B(N)O)OS(=O)(=O)O[C@]1(S)CB(O)O.COC(=O)OC.COC(=O)OC.COC(=O)OC

Cartesian coordinates (Å):
C  -1.24  -1.16  0.81
C  -1.51  -0.27  2.07
C  -2.30  -0.96  3.25
C  -1.12  1.06  2.18
C  -1.52  2.10  1.08
C  -0.26  2.97  0.63
C  0.07  2.85  -0.90
C  0.96  4.08  -1.34
C  0.70  1.44  -1.30
C  -0.27  0.79  -2.36
C  0.12  -0.66  -2.83
B  1.20  -1.53  -1.99
N  0.84  -2.97  -1.71
O  2.48  -1.07  -1.55
O  -1.14  -1.41  -2.57
S  -2.17  -1.01  -3.84
O  -2.86  -2.22  -4.34
O  -3.17  0.02  -3.45
O  -1.03  -0.32  -4.87
C  0.27  -0.87  -4.39
S  1.46  0.36  -5.04
C  0.23  -2.33  -4.99
B  1.66  -2.96  -5.39
O  2.61  -2.37  -6.25
O  2.00  -4.27  -4.87
H  -1.56  -0.65  -0.15
H  -1.79  -2.12  0.93
H  -0.15  -1.40  0.75
H  -3.14  -1.52  2.78
H  -2.67  -0.20  3.98
H  -1.64  -1.72  3.76
H  -0.54  1.36  3.09
H  -1.93  1.62  0.16
H  -2.28  2.79  1.53
H  -0.54  4.04  0.81
H  0.62  2.76  1.28
H  -0.91  2.96  -1.46
H  0.57  4.99  -0.80
H  2.01  3.94  -0.98
H  0.89  4.32  -2.43
H  1.74  1.60  -1.68
H  0.68  0.84  -0.34
H  -0.31  1.51  -3.23
H  -1.30  0.83  -1.91
H  1.16  -3.23  -0.77
H  1.40  -3.49  -2.39
H  2.39  -0.80  -0.62
H  1.47  0.14  -6.41
H  -0.23  -3.04  -4.24
H  -0.43  -2.41  -5.90
H  3.47  -2.29  -5.82
H  2.58  -4.19  -4.10
C  -2.79  -5.88  6.97
O  -2.90  -5.19  5.72
C  -2.63  -5.95  4.66
O  -2.31  -7.11  4.68
O  -2.77  -5.20  3.56
C  -2.51  -5.88  2.34
H  -3.03  -5.17  7.76
H  -3.50  -6.71  7.02
H  -1.77  -6.23  7.12
H  -3.20  -6.71  2.21
H  -1.48  -6.24  2.31
H  -2.66  -5.17  1.53
C  4.98  0.44  -4.32
O  6.12  1.30  -4.38
C  5.91  2.51  -3.84
O  4.89  2.90  -3.34
O  7.05  3.21  -3.96
C  6.97  4.53  -3.42
H  5.25  -0.50  -4.78
H  4.69  0.25  -3.29
H  4.14  0.87  -4.88
H  6.76  4.50  -2.35
H  6.22  5.11  -3.95
H  7.94  5.00  -3.57
C  -1.33  2.19  6.29
O  -2.21  3.24  6.70
C  -2.91  3.78  5.70
O  -2.85  3.46  4.54
O  -3.69  4.74  6.21
C  -4.50  5.41  5.24
H  -0.82  1.83  7.19
H  -1.89  1.37  5.85
H  -0.58  2.57  5.59
H  -5.18  4.71  4.76
H  -3.88  5.91  4.50
H  -5.08  6.16  5.77

=====

Formula: C34H28Cl2F6NO2P2Pd
Source: OMol25
Level of theory: ωB97M-V/def2-TZVPD

Energy relative to the best compared isomer or geometry (same formula, charge and spin) ... 6.3 kJ/mol
Net charge ... -1
HOMO-LUMO gap ... 0.2423 Ha

Cartesian coordinates (Å):
Pd  -2.03  1.00  -0.02
C  2.32  -0.08  -0.77
P  0.43  -0.25  -0.61
C  0.03  1.17  0.46
C  -0.68  0.92  1.68
C  -0.86  1.98  2.61
C  -0.32  3.22  2.39
C  0.41  3.47  1.21
C  0.58  2.48  0.27
C  0.00  0.34  -2.32
C  0.46  -0.45  -3.38
C  0.15  -0.14  -4.70
C  -0.65  0.97  -4.98
C  -1.13  1.75  -3.94
C  -0.81  1.44  -2.62
P  3.07  -1.42  0.25
C  2.29  -1.02  1.87
C  2.45  0.21  2.50
C  1.77  0.50  3.68
C  0.93  -0.45  4.25
C  0.76  -1.68  3.63
C  1.43  -1.96  2.45
C  4.77  -0.77  0.54
C  5.40  0.07  -0.37
C  6.72  0.47  -0.17
C  7.42  0.03  0.94
C  6.80  -0.81  1.86
C  5.49  -1.21  1.65
H  2.63  0.91  -0.41
H  2.63  -0.19  -1.80
H  -0.87  -0.09  2.00
H  -1.42  1.79  3.52
H  -0.47  4.01  3.11
H  0.85  4.45  1.04
H  1.13  2.69  -0.64
H  1.06  -1.33  -3.17
H  0.51  -0.77  -5.50
H  -0.90  1.21  -6.01
H  -1.78  2.59  -4.15
H  -1.22  2.05  -1.82
H  3.09  0.97  2.06
H  1.88  1.47  4.14
H  0.39  -0.22  5.16
H  0.09  -2.42  4.07
H  1.29  -2.92  1.95
H  4.87  0.43  -1.24
H  7.20  1.13  -0.89
H  8.45  0.35  1.10
H  7.34  -1.15  2.73
H  5.01  -1.87  2.37
F  -6.57  0.20  -1.65
C  -6.69  0.69  -0.41
F  -7.61  1.67  -0.46
F  -7.23  -0.30  0.35
C  -5.35  1.16  0.21
O  -5.46  2.01  1.09
O  -4.35  0.58  -0.29
Cl  -3.05  6.39  -1.18
C  -2.14  4.94  -0.68
Cl  -3.16  3.59  -0.26
H  -1.55  5.20  0.20
H  -1.50  4.66  -1.50
F  -3.38  -6.39  -0.37
C  -2.36  -5.79  -0.99
F  -2.37  -6.20  -2.27
F  -1.23  -6.26  -0.43
C  -2.44  -4.30  -0.87
C  -2.47  -3.49  -1.99
C  -2.52  -2.12  -1.80
N  -2.52  -1.55  -0.60
C  -2.51  -2.34  0.47
C  -2.47  -3.72  0.39
H  -2.46  -3.91  -2.99
H  -2.53  -1.44  -2.65
H  -2.54  -1.84  1.43
H  -2.46  -4.33  1.28

=====

Formula: C5H8S
Source: OMol25
Level of theory: ωB97M-V/def2-TZVPD

Energy relative to the best compared isomer or geometry (same formula, charge and spin) ... 322.0 kJ/mol
Net charge ... 0
HOMO-LUMO gap ... 0.3426 Ha
Structure (SMILES) ... C=C[C@H]1S[C@@H]1C

Cartesian coordinates (Å):
C  -1.86  1.30  -0.03
C  -0.76  0.50  0.48
C  0.44  0.08  -0.36
C  1.71  -0.25  0.39
C  2.79  0.42  -0.17
H  -2.31  0.93  -1.03
H  -2.82  1.51  0.67
H  -1.18  2.32  -0.09
H  -0.42  0.48  1.52
H  0.28  0.45  -1.40
H  1.80  -0.68  1.38
H  3.96  0.22  0.24
H  2.78  1.13  -1.16
S  -1.00  -1.17  -0.12

=====

Formula: C16H26BBrF5NO2P
Source: OMol25
Level of theory: ωB97M-V/def2-TZVPD

Net charge ... +1
HOMO-LUMO gap ... 0.2622 Ha

Cartesian coordinates (Å):
O  -2.51  -3.82  -0.03
P  -2.73  -2.21  -0.32
Br  -4.63  -1.57  0.70
B  -1.26  -1.42  0.70
C  -0.29  -0.53  -0.17
C  0.95  -1.35  -0.68
C  1.21  -1.15  -2.17
C  2.19  -2.12  -2.77
F  1.64  -3.32  -3.03
F  2.61  -1.59  -3.96
C  3.49  -2.37  -1.93
F  4.51  -2.60  -2.79
F  3.85  -1.32  -1.19
F  3.39  -3.47  -1.19
C  -1.03  -1.67  2.25
C  0.36  -2.32  2.35
C  0.46  -3.68  2.17
C  1.71  -4.26  2.22
C  2.80  -3.45  2.43
C  2.69  -2.11  2.62
C  1.44  -1.53  2.58
H  -2.42  -3.99  0.92
H  0.07  0.27  0.49
H  -0.85  -0.08  -1.00
H  0.83  -2.40  -0.39
H  1.79  -0.99  -0.09
H  1.54  -0.12  -2.33
H  0.26  -1.30  -2.70
H  -1.01  -0.73  2.81
H  -1.79  -2.32  2.69
H  -0.42  -4.28  1.98
H  1.82  -5.32  2.06
H  3.77  -3.93  2.43
H  3.56  -1.49  2.78
H  1.33  -0.46  2.71
C  -1.67  5.81  -0.43
C  -2.03  4.56  0.37
C  -1.05  3.40  0.19
O  -1.26  2.79  -1.06
C  -0.35  3.21  -2.10
N  -3.37  4.06  -0.11
H  -1.80  5.66  -1.50
H  -2.30  6.65  -0.13
H  -0.64  6.09  -0.24
H  -2.14  4.82  1.43
H  -1.28  2.64  0.95
H  -0.02  3.71  0.35
H  0.60  3.53  -1.69
H  -0.80  4.01  -2.69
H  -0.19  2.35  -2.76
H  -4.05  4.80  -0.26
H  -3.77  3.36  0.53
H  -3.20  3.56  -1.00

=====

Formula: C30H44FeN6O5S3
Source: OMol25
Level of theory: ωB97M-V/def2-TZVPD

Spin multiplicity ... 6
Net charge ... +3
HOMO-LUMO gap (alpha / beta) ... 0.3287 / 0.2234 Ha

Cartesian coordinates (Å):
Fe  0.19  0.10  0.24
C  -4.25  -1.91  0.37
N  -3.19  -2.28  1.31
C  -3.58  -3.17  2.42
C  -1.97  -1.82  1.17
O  -1.65  -1.00  0.27
C  -0.89  -2.27  2.13
O  0.37  -1.98  1.55
C  0.94  -3.03  0.79
C  0.98  -2.65  -0.67
O  0.81  -1.44  -0.99
N  1.22  -3.59  -1.56
C  1.32  -3.27  -2.99
C  1.47  -4.99  -1.18
H  -4.68  -2.81  -0.07
H  -5.03  -1.35  0.89
H  -3.82  -1.29  -0.42
H  -4.66  -3.11  2.54
H  -3.33  -4.21  2.19
H  -3.11  -2.88  3.35
H  -0.97  -1.66  3.04
H  -0.98  -3.32  2.40
H  1.96  -3.18  1.14
H  0.40  -3.97  0.93
H  1.00  -2.24  -3.16
H  2.35  -3.38  -3.32
H  0.69  -3.95  -3.55
H  2.31  -5.07  -0.49
H  0.59  -5.44  -0.73
H  1.71  -5.54  -2.08
N  -0.80  0.40  -3.10
C  -0.05  1.37  -2.57
N  0.14  1.54  -1.25
C  0.93  2.69  -1.00
C  1.28  3.20  0.25
C  2.06  4.34  0.31
C  2.49  4.98  -0.85
C  2.15  4.48  -2.10
C  1.36  3.34  -2.15
S  0.75  2.52  -3.57
H  -1.49  -0.05  -2.52
H  -0.94  0.39  -4.09
H  0.94  2.71  1.15
H  2.33  4.75  1.27
H  3.09  5.87  -0.78
H  2.47  4.97  -3.00
O  1.89  0.30  1.09
S  3.19  -0.49  1.43
C  4.37  -0.01  0.15
C  5.66  0.23  0.91
C  5.27  1.11  2.10
C  4.03  0.47  2.73
H  3.97  0.90  -0.30
H  4.43  -0.79  -0.61
H  6.41  0.71  0.28
H  6.08  -0.72  1.25
H  5.05  2.12  1.76
H  6.08  1.17  2.83
H  3.31  1.17  3.14
H  4.29  -0.25  3.51
C  -5.98  0.76  3.77
C  -5.18  2.01  4.16
C  -3.75  1.97  3.65
N  -3.75  2.06  2.18
C  -2.74  1.77  1.41
S  -1.23  1.29  2.11
N  -2.83  1.83  0.04
C  -3.91  1.48  -0.83
O  -3.59  0.92  -1.85
C  -5.29  1.82  -0.45
C  -6.31  0.91  -0.72
C  -7.62  1.20  -0.37
C  -7.92  2.43  0.21
C  -6.92  3.37  0.42
C  -5.60  3.07  0.10
H  -6.98  0.81  4.19
H  -5.50  -0.14  4.16
H  -6.08  0.67  2.69
H  -5.15  2.10  5.24
H  -5.69  2.90  3.78
H  -3.26  1.04  3.94
H  -3.17  2.80  4.06
H  -4.60  2.41  1.75
H  -1.95  1.70  -0.42
H  -6.07  -0.03  -1.20
H  -8.40  0.48  -0.55
H  -8.94  2.67  0.47
H  -7.16  4.35  0.81
H  -4.83  3.83  0.20

=====

Formula: C4H12O
Source: OMol25
Level of theory: ωB97M-V/def2-TZVPD

Energy relative to the best compared isomer or geometry (same formula, charge and spin) ... 226.7 kJ/mol
Net charge ... 0
HOMO-LUMO gap ... 0.4064 Ha
Structure (SMILES) ... CCO.CC

Cartesian coordinates (Å):
C  -0.93  1.78  -0.59
C  -0.84  1.23  0.85
O  -0.54  3.14  -0.56
H  -0.30  1.49  -1.34
H  -2.03  1.70  -0.90
H  -1.61  1.53  1.37
H  -0.05  3.27  0.38
H  -0.06  1.67  1.54
H  -0.63  0.14  0.68
C  0.70  -1.79  0.55
C  1.05  -2.15  -0.90
H  0.61  -0.70  0.69
H  -0.25  -2.29  0.69
H  1.50  -2.31  1.24
H  0.74  -3.21  -1.10
H  2.10  -2.08  -1.11
H  0.54  -1.42  -1.49

=====

Formula: C20H37BBr2ClF6N2O5P
Source: OMol25
Level of theory: ωB97M-V/def2-TZVPD

Energy relative to the best compared isomer or geometry (same formula, charge and spin) ... 406.4 kJ/mol
Net charge ... 0
HOMO-LUMO gap ... 0.1013 Ha

Cartesian coordinates (Å):
C  5.94  -1.92  2.28
C  4.74  -1.65  1.27
C  4.01  -3.01  0.80
O  3.08  -2.62  -0.23
C  1.78  -3.21  -0.09
P  2.14  -5.07  -0.13
N  2.00  -5.56  1.57
O  0.90  -5.95  -0.90
C  1.00  -2.58  1.18
C  0.12  -1.38  0.61
C  -0.99  -0.70  1.51
C  -1.23  0.77  0.93
C  -2.53  1.48  1.46
F  -2.37  1.96  2.79
Br  -4.17  0.39  1.38
C  -2.80  2.78  0.55
F  -3.23  2.26  -0.69
F  -3.85  3.54  1.03
Br  -1.22  3.92  0.31
C  -0.34  -2.09  -0.78
C  -1.42  -3.19  -0.42
C  -2.67  -3.25  -1.42
C  -4.07  -3.47  -0.69
Cl  -5.15  -2.05  -1.18
N  1.03  -2.56  -1.23
B  1.20  -3.07  -2.65
O  2.55  -3.10  -3.17
C  0.04  -3.54  -3.65
C  0.51  -3.18  -5.16
H  5.58  -2.03  3.34
H  6.59  -0.98  2.25
H  6.58  -2.77  1.91
H  5.11  -1.11  0.35
H  3.95  -1.00  1.77
H  4.84  -3.69  0.45
H  3.54  -3.43  1.74
H  1.16  -6.14  1.67
H  2.85  -6.04  1.87
H  1.29  -6.38  -1.69
H  1.68  -2.14  1.97
H  0.32  -3.28  1.75
H  0.88  -0.55  0.46
H  -0.52  -0.56  2.54
H  -1.92  -1.30  1.67
H  -1.16  0.82  -0.20
H  -0.35  1.39  1.30
H  -0.70  -1.19  -1.37
H  -1.82  -3.13  0.63
H  -0.90  -4.20  -0.50
H  -2.50  -4.15  -2.10
H  -2.70  -2.35  -2.09
H  -4.51  -4.45  -1.05
H  -3.95  -3.51  0.44
H  1.52  -1.64  -1.27
H  2.82  -2.16  -3.23
H  -0.08  -4.66  -3.58
H  -0.91  -2.95  -3.49
H  0.63  -2.05  -5.17
H  -0.38  -3.39  -5.83
H  1.44  -3.73  -5.47
C  -2.41  7.12  1.46
C  -3.02  8.50  1.32
O  -2.15  9.54  1.70
C  -1.12  9.98  0.76
O  -1.63  10.24  -0.42
C  0.11  9.00  0.69
F  0.40  8.49  1.92
F  1.23  9.65  0.31
F  -0.02  7.94  -0.13
H  -1.81  7.03  2.37
H  -3.20  6.35  1.48
H  -1.77  6.88  0.61
H  -3.86  8.56  2.02
H  -3.44  8.65  0.32
H  -0.69  10.83  1.31